Density functional theory data (ωB97M-V with the def2-TZVPD basis set) for a cluster of 7 separate species, C57H121F3N5O6S in total at a distorted geometry.

Structure (XYZ):
```
193
Properties=species:S:1:pos:R:3:forces:R:3:lowdin_charge:R:1
C -2.86639 2.35374 -1.41278 1.362 -0.865 -0.241 -0.094
C -3.19968 1.58332 -2.70835 0.200 -0.964 1.774 -0.241
C -2.40192 2.09405 -3.88565 1.578 -0.870 -1.310 -0.155
C -2.21508 0.90916 -4.93079 -1.329 1.237 0.622 -0.102
N -1.68359 1.18724 -6.29649 0.094 2.126 -0.112 -0.205
C -1.37830 -0.02790 -7.10513 -2.555 -1.285 1.052 -0.123
C -1.39780 0.40199 -8.51942 -0.482 -0.211 -1.475 -0.153
C -2.20380 1.70392 -8.62218 -0.567 0.225 1.200 -0.131
C -2.70307 1.94132 -7.18065 0.059 -1.024 -0.759 -0.066
C -0.46831 2.08077 -6.17092 0.430 -0.696 -0.748 -0.117
C 0.65166 1.44825 -5.40161 0.366 -0.468 0.520 -0.209
C 1.87924 2.38749 -5.19428 -0.506 -2.108 0.476 -0.046
H -2.98626 3.41275 -1.44014 -0.764 0.797 -0.170 0.065
H -1.78817 2.26455 -1.28373 0.298 -0.161 0.100 0.065
H -3.26536 1.92334 -0.49796 -0.512 0.043 -0.166 0.073
H -4.27971 1.60992 -2.84899 -0.001 0.025 -0.492 0.113
H -2.94149 0.50668 -2.48034 -0.236 1.023 -0.458 0.113
H -1.39132 2.48264 -3.60750 -0.776 -0.380 0.238 0.120
H -2.91348 2.91496 -4.34524 -0.373 0.573 -0.423 0.108
H -3.22799 0.57815 -5.08838 -0.295 -0.690 -0.147 0.131
H -1.61110 0.13170 -4.54475 0.399 -0.858 0.638 0.078
H -0.50561 -0.58389 -6.81278 0.327 0.157 0.547 0.103
H -2.27683 -0.69039 -6.90916 1.050 0.491 -0.099 0.167
H -0.43185 0.71291 -8.80999 1.374 -0.384 -0.653 0.098
H -1.75998 -0.46290 -9.13867 0.419 1.116 0.270 0.147
H -1.60960 2.57935 -8.90657 -0.090 -0.486 -0.450 0.119
H -3.09591 1.61068 -9.21971 0.000 0.166 -0.575 0.117
H -2.77102 3.00627 -6.97270 0.005 -0.207 0.592 0.139
H -3.67946 1.42691 -7.12890 0.469 0.340 0.703 0.145
H -0.76392 2.88142 -5.54512 -0.572 1.236 -0.019 0.111
H -0.19255 2.39703 -7.18107 -0.014 0.156 0.249 0.144
H 1.10582 0.57780 -5.91520 -0.679 0.173 0.384 0.096
H 0.17352 1.11733 -4.44318 1.066 0.127 -0.635 0.095
H 2.49143 2.25842 -6.07542 0.362 0.468 -0.162 0.076
H 2.39626 1.90926 -4.34583 0.185 0.521 -0.278 0.055
H 1.69169 3.41249 -4.96874 -0.301 0.714 0.089 0.071
C 4.25076 6.98307 8.88564 0.953 0.974 -0.214 -0.131
C 4.32943 5.58657 8.31221 -2.734 -0.885 0.170 -0.229
C 3.47935 5.49522 6.94921 -0.114 0.128 1.348 -0.161
C 3.18166 4.05142 6.61198 -0.816 -0.763 0.535 -0.149
N 2.48643 3.68705 5.34584 -0.108 -0.056 -2.375 -0.191
C 3.40977 3.84943 4.16714 1.448 -0.445 0.121 -0.129
C 3.21637 5.21611 3.52282 0.212 -0.145 0.055 -0.131
C 2.00983 5.87070 4.24617 -0.524 -0.882 -1.095 -0.124
C 1.35153 4.67054 4.96602 0.492 0.313 1.447 -0.070
C 1.99748 2.18462 5.33874 0.222 0.846 0.016 -0.063
C 0.69030 1.85926 6.07025 2.959 1.247 1.434 -0.242
C 0.49687 0.39294 6.15934 -0.676 -1.107 1.727 -0.098
H 4.99163 7.13338 9.69918 -0.841 -0.216 -0.137 0.089
H 3.24830 7.30142 9.13722 -0.221 -0.206 0.575 0.070
H 4.55594 7.73966 8.14492 0.069 -0.351 -0.117 0.080
H 3.90473 4.81447 9.08336 0.862 1.266 -1.392 0.143
H 5.35576 5.38088 8.11797 0.747 -0.602 -0.264 0.092
H 4.06224 5.96311 6.18660 0.462 0.393 -0.615 0.100
H 2.51639 6.06677 7.02853 0.919 -0.427 0.180 0.125
H 2.38174 3.70546 7.21578 -0.248 -0.136 1.947 0.101
H 4.04001 3.38543 6.79104 -0.230 0.222 -0.491 0.149
H 3.12383 3.13464 3.37068 0.536 0.007 0.914 0.069
H 4.45610 3.70006 4.55560 -1.002 -0.103 -0.544 0.152
H 3.01244 4.92874 2.47499 -0.077 0.897 0.330 0.108
H 4.14676 5.79686 3.58142 -0.451 0.083 -0.122 0.117
H 1.28611 6.19639 3.47371 0.332 0.116 0.570 0.126
H 2.28173 6.71644 4.86421 0.009 -0.064 0.171 0.096
H 0.72790 4.16909 4.24652 -0.209 -0.500 -0.137 0.101
H 0.80875 4.88642 5.91327 0.187 0.032 -0.759 0.141
H 2.78880 1.59503 5.78764 0.342 0.193 0.403 0.134
H 2.03372 1.89357 4.29981 -0.496 0.105 -0.233 0.097
H -0.15768 2.22066 5.64411 -2.228 1.496 -1.871 0.070
H 0.75744 2.44289 7.01299 -0.140 -0.945 0.118 0.121
H 0.23875 0.01482 5.18307 0.086 -0.378 -0.308 0.080
H -0.35012 0.17086 6.85308 0.392 0.129 -0.617 0.087
H 1.33115 -0.15846 6.60221 0.121 0.089 -0.346 0.086
C 4.27410 4.38768 -0.68435 0.786 0.945 -3.618 -0.062
C 3.55540 3.52356 -1.76557 2.180 0.878 -0.819 -0.225
C 3.23400 2.18261 -1.20474 -1.520 -0.931 -2.142 -0.209
C 4.44737 1.35429 -0.99354 0.939 -0.769 0.859 -0.132
N 4.33088 -0.10337 -1.25226 0.181 -1.003 -0.300 -0.203
C 5.52309 -0.86060 -0.60508 -0.578 1.706 1.031 -0.068
C 4.97746 -1.30956 0.73858 0.349 -1.597 0.107 -0.162
C 3.61305 -1.89847 0.38224 -0.037 1.948 -0.402 -0.103
C 3.13805 -0.70598 -0.53181 -2.221 -0.428 0.604 -0.080
C 4.19051 -0.41380 -2.74813 -1.894 0.396 1.648 -0.119
C 5.40208 -0.15121 -3.57472 -0.460 -0.901 -0.095 -0.222
C 5.07215 -0.47229 -5.01372 1.881 -1.666 -0.491 -0.084
H 3.86619 4.18798 0.21447 -1.837 -0.270 3.135 0.012
H 4.30546 5.47179 -0.90854 -0.326 -0.596 0.116 0.094
H 5.29356 4.11299 -0.55415 1.088 -0.430 -0.206 0.065
H 4.23779 3.33890 -2.68146 -0.945 0.616 1.198 0.132
H 2.67688 4.03564 -2.12925 -0.334 0.082 -0.016 0.099
H 2.49533 1.70198 -1.90969 0.730 0.084 0.610 0.128
H 2.72611 2.25879 -0.28893 -0.745 0.213 1.183 0.069
H 4.69929 1.34937 0.05165 0.196 0.496 0.639 0.129
H 5.33096 1.68498 -1.52184 0.113 0.224 -0.383 0.131
H 5.71278 -1.68425 -1.24284 0.492 -0.769 -0.550 0.117
H 6.38761 -0.19380 -0.43078 -0.379 -0.312 -0.752 0.150
H 5.61959 -2.07883 1.15678 0.317 -0.102 -0.003 0.122
H 4.97844 -0.52439 1.46863 -0.395 0.647 0.234 0.113
H 3.74140 -2.88044 -0.04995 -0.004 -0.054 -0.806 0.108
H 2.87702 -2.05533 1.17219 0.271 0.407 0.209 0.122
H 2.33024 -1.00329 -1.25722 0.939 0.522 0.553 0.116
H 2.70264 0.09197 0.14428 0.556 -1.016 -0.794 0.118
H 3.26946 0.17202 -3.05969 1.125 -0.715 0.158 0.128
H 3.85907 -1.46280 -2.64538 0.405 0.210 -1.015 0.142
H 6.21966 -0.73724 -3.17163 0.353 -0.089 -0.218 0.114
H 5.70020 0.87394 -3.64799 0.177 0.773 0.716 0.111
H 4.46463 0.28715 -5.38491 -0.841 1.543 -0.922 0.042
H 4.51191 -1.38701 -5.22984 0.288 -0.222 0.490 0.070
H 6.05131 -0.52047 -5.55413 -1.040 0.131 0.012 0.107
C 2.81274 -6.70117 -2.51191 0.094 0.418 -0.796 -0.100
C 1.59873 -6.72545 -3.43802 -0.369 1.013 -0.775 -0.235
C 2.02877 -6.42617 -4.91091 -0.307 -0.704 0.287 -0.182
C 0.85052 -5.99659 -5.70901 -2.158 0.807 -0.103 -0.144
N 1.06398 -5.74209 -7.19123 -1.123 -1.009 0.207 -0.228
C -0.24596 -5.58917 -7.95683 -0.468 -3.180 0.912 -0.072
C 0.11419 -5.83677 -9.44395 -0.963 0.340 1.516 -0.124
C 1.33868 -6.68697 -9.30620 0.410 -1.915 -0.270 -0.159
C 1.59490 -6.99097 -7.82500 0.231 -1.004 -0.314 -0.090
C 1.81279 -4.51218 -7.55765 0.455 -0.010 1.337 -0.124
C 1.51411 -3.36049 -6.61829 -0.444 0.888 -2.001 -0.208
C 2.14737 -2.05380 -7.22717 0.259 -1.733 -0.634 -0.054
H 2.42069 -6.80186 -1.50478 0.610 -0.362 0.259 0.073
H 3.39356 -5.74718 -2.58750 -0.733 -0.560 0.066 0.082
H 3.51107 -7.48282 -2.86156 -0.294 0.057 0.772 0.085
H 0.82336 -5.98584 -3.13444 0.744 -0.009 -0.123 0.112
H 1.02888 -7.65699 -3.37289 0.458 -0.260 -0.128 0.114
H 2.45698 -7.31641 -5.40619 -0.006 0.240 0.502 0.121
H 2.75473 -5.65378 -4.93928 0.998 0.745 0.265 0.102
H 0.26390 -5.11856 -5.33411 0.944 -0.559 0.032 0.147
H 0.14137 -6.82132 -5.62183 -0.232 -0.044 -0.551 0.135
H -0.71696 -4.70689 -7.68259 -0.639 1.883 0.293 0.105
H -0.88886 -6.41615 -7.49441 0.659 0.960 -1.074 0.164
H 0.25524 -4.90476 -9.99431 0.008 -0.214 -0.007 0.122
H -0.69589 -6.39477 -9.87787 -0.359 -0.027 -0.361 0.120
H 2.18345 -6.22186 -9.70196 1.480 1.095 -0.557 0.099
H 1.29095 -7.58510 -9.91497 -0.229 -0.308 0.199 0.132
H 2.67296 -7.18126 -7.58530 -0.979 0.463 -0.209 0.150
H 1.01026 -7.89307 -7.42572 0.628 1.466 -0.553 0.169
H 1.49822 -4.24974 -8.54673 0.149 0.182 -0.472 0.110
H 2.84057 -4.80288 -7.57192 0.930 0.158 -0.012 0.142
H 1.77287 -3.52159 -5.60506 0.915 -0.093 0.979 0.072
H 0.43365 -3.26848 -6.53766 -0.280 0.350 -0.215 0.090
H 3.25282 -2.22930 -7.22516 -0.786 0.625 0.081 0.085
H 1.84710 -1.25742 -6.56733 0.244 0.575 -0.051 0.032
H 1.86183 -1.86502 -8.32152 0.109 -0.230 1.638 0.105
C -11.20422 -1.81352 9.05216 -1.422 -0.482 0.702 -0.099
C -10.24803 -1.35797 8.00292 0.775 -2.410 -0.276 -0.263
C -8.92098 -0.94066 8.57776 -0.004 -0.244 0.941 -0.218
C -8.13126 -0.41399 7.45078 -0.084 1.808 -0.599 -0.160
N -6.67445 -0.31373 7.68220 0.675 -0.924 -0.039 -0.224
C -6.36184 0.49067 8.91225 0.985 -0.058 0.722 -0.083
C -5.66918 -0.50813 9.90314 -1.109 0.723 -0.445 -0.110
C -4.99286 -1.47588 8.92631 0.776 -0.202 1.689 -0.166
C -6.03445 -1.72523 7.89821 -0.800 1.705 0.121 -0.066
C -6.03175 0.28772 6.47665 0.286 0.979 -0.976 -0.151
C -4.49239 0.19331 6.38292 -0.911 0.469 -1.573 -0.203
C -4.04504 1.02155 5.09285 -0.245 -2.109 0.324 -0.064
H -12.07915 -2.39776 8.67655 0.792 0.485 0.136 0.098
H -11.61623 -0.99917 9.66008 0.076 0.121 -0.344 0.087
H -10.68340 -2.42123 9.77927 0.099 -0.523 0.126 0.073
H -10.56881 -0.51079 7.51187 -1.328 1.752 -1.389 0.088
H -10.08365 -2.16973 7.20536 -0.205 1.056 1.128 0.152
H -8.38501 -1.77381 8.97792 -0.004 -0.892 0.467 0.097
H -9.04186 -0.27148 9.44131 -0.095 0.193 -0.436 0.139
H -8.47409 0.60814 7.16642 0.234 -0.628 0.078 0.167
H -8.28716 -1.05560 6.60281 0.136 -0.289 -0.537 0.133
H -5.65921 1.27223 8.59817 -0.165 -0.183 0.216 0.128
H -7.24361 0.98101 9.32628 0.000 -0.221 -0.262 0.133
H -4.93093 0.09420 10.51510 -1.159 -1.183 -0.162 0.147
H -6.50058 -1.08174 10.41806 1.233 0.983 0.181 0.137
H -4.10143 -0.92530 8.60518 -0.023 -0.903 -0.363 0.107
H -4.77342 -2.41866 9.47120 0.375 0.589 -0.559 0.145
H -5.75714 -2.05774 6.92973 0.382 -0.532 -0.677 0.121
H -6.81647 -2.33986 8.29060 -0.253 -0.501 0.136 0.118
H -6.26819 1.36116 6.51175 -0.388 -0.328 -0.221 0.141
H -6.48891 -0.18079 5.55145 0.457 0.524 1.135 0.163
H -4.32662 -0.89811 6.27869 0.951 0.891 0.039 0.110
H -3.96799 0.67797 7.21848 -0.253 -0.579 -0.045 0.109
H -2.99013 0.79780 4.95406 0.139 0.360 -0.070 0.062
H -4.21748 2.07429 5.18671 0.010 0.574 0.329 0.068
H -4.54162 0.69537 4.16000 0.024 -0.032 0.552 0.084
O 0.99680 1.05943 1.15453 -1.894 -0.665 -0.572 0.033
C 1.52088 2.04994 1.92118 -1.283 0.351 -0.301 -0.854
O 0.62192 2.79273 2.36289 0.318 1.037 1.068 -0.021
O 2.74397 2.07443 2.02842 1.207 -0.206 -0.096 -0.023
H 0.03043 1.32999 1.24154 1.451 -0.881 -0.486 0.135
C -1.05371 -2.46912 -1.99321 -1.190 -1.202 0.284 -0.602
F -1.73368 -1.38349 -1.59007 0.108 -0.388 0.457 0.104
F -0.47269 -3.10748 -0.95138 -0.233 1.027 -0.495 0.115
F -1.99328 -3.36739 -2.45925 1.120 1.042 0.056 0.088
S 0.15162 -1.90847 -3.26364 0.770 -3.262 -0.872 0.453
O -0.64245 -1.93329 -4.48351 0.034 0.397 -0.040 -0.327
O 0.58853 -0.62248 -2.83249 0.325 1.328 0.463 -0.305
O 1.16964 -2.97325 -3.21061 -0.677 1.062 -0.130 -0.337
```
Forces are in eV/Å.

**Total charge**: +3
**Total energy**: -99771.883 eV
**Energy above the lowest of the compared OMol25 structures with the same formula, charge and spin**: 40.0 kcal per mole
**Multiplicity**: 1
**E_HOMO**: -13.4 eV
**LUMO energy**: -4.33 eV